1.
Here is a structure of composition C34H30Cl2N8O2Ru from the OMol25 dataset. Energies are from the ωB97M-V functional and the def2-TZVPD basis.

XYZ file:
```
77
Properties=species:S:1:pos:R:3:forces:R:3:mulliken_spin:R:1
Ru -0.388 -0.383 0.106 1.609 2.680 -0.390 0.854
C 3.155 1.786 -0.156 -0.157 0.166 0.065 0.000
C 2.334 2.291 -1.349 0.094 -0.335 0.088 0.002
C 1.399 1.227 -1.980 0.268 0.158 -0.141 0.004
N 0.087 1.018 -1.410 -0.809 -0.319 0.553 -0.006
C -0.930 1.821 -1.712 0.345 -0.679 0.159 -0.010
C -0.756 3.046 -2.383 0.078 0.428 -0.369 -0.007
C -1.661 3.892 -3.012 -0.224 -0.423 0.178 0.001
C -3.039 3.794 -3.110 -0.031 0.444 -0.275 0.005
C -3.847 2.843 -2.505 0.390 -0.501 0.315 -0.001
C -3.494 1.761 -1.717 -0.863 0.533 -0.407 0.008
C -2.242 1.229 -1.357 0.444 -0.936 0.533 0.008
N -2.142 0.069 -0.721 -0.473 0.917 -0.591 -0.003
C -3.209 -0.891 -0.688 -0.553 -0.311 0.161 0.003
C -2.695 -2.311 -1.009 0.150 0.219 -0.097 -0.007
C -1.454 -2.337 -1.909 -0.378 0.011 -0.233 0.003
N -0.303 -1.933 -1.138 0.236 -0.633 -0.127 -0.012
C 0.902 -2.410 -1.390 -0.183 -0.205 -0.118 -0.031
C 1.244 -3.015 -2.614 -0.191 0.306 -0.001 0.029
C 2.343 -3.777 -2.960 0.291 -0.299 0.262 -0.008
C 3.310 -4.317 -2.129 0.021 -0.191 -0.370 0.021
C 3.435 -4.102 -0.760 0.086 0.394 -0.056 -0.007
C 2.837 -3.147 0.023 0.450 0.077 -0.141 0.010
C 1.861 -2.164 -0.299 0.395 0.387 0.085 0.029
N 1.648 -1.094 0.434 -0.409 -0.159 -0.315 -0.009
C 2.620 -0.823 1.478 0.220 0.014 0.239 0.002
C 2.597 0.587 2.081 -0.200 -0.076 -0.281 0.008
H 3.987 2.475 0.023 0.106 -0.032 0.034 -0.001
H 3.584 0.811 -0.395 0.041 -0.053 -0.046 0.000
H 3.015 2.620 -2.137 -0.003 0.075 -0.074 0.000
H 1.757 3.158 -1.021 -0.026 0.053 -0.076 0.001
H 1.907 0.255 -1.952 -0.003 0.144 -0.028 -0.002
H 1.264 1.492 -3.040 0.006 -0.071 0.093 -0.001
H 0.269 3.367 -2.486 0.091 -0.073 -0.021 0.000
H -1.222 4.742 -3.521 0.082 0.019 0.029 0.000
H -3.544 4.550 -3.699 0.036 0.041 0.035 0.000
H -4.913 2.960 -2.666 -0.037 0.026 0.066 0.000
H -4.343 1.222 -1.320 0.048 -0.042 0.008 0.000
H -3.975 -0.644 -1.432 0.080 0.018 0.138 -0.002
H -3.656 -0.892 0.313 -0.120 0.024 -0.153 0.003
H -3.505 -2.871 -1.483 0.009 0.008 -0.013 0.000
H -2.447 -2.826 -0.085 -0.099 0.005 -0.198 -0.001
H -1.595 -1.663 -2.773 -0.016 -0.194 0.044 -0.001
H -1.317 -3.363 -2.281 0.066 0.219 -0.010 -0.003
H 0.550 -2.812 -3.421 -0.069 -0.013 0.040 0.004
H 2.403 -4.058 -4.007 -0.013 -0.009 0.007 -0.001
H 3.997 -5.022 -2.580 0.037 -0.002 -0.007 0.002
H 4.140 -4.745 -0.245 0.017 -0.004 0.033 0.000
H 3.111 -3.174 1.068 0.020 0.024 0.022 -0.001
H 3.621 -1.006 1.058 -0.110 -0.069 0.121 -0.001
H 2.473 -1.533 2.307 0.126 0.024 -0.116 0.001
H 3.574 0.759 2.547 -0.053 0.017 0.084 0.000
H 1.840 0.630 2.867 0.042 -0.005 0.062 0.001
Cl -4.002 1.010 4.815 -0.107 -0.033 0.093 -0.003
C -2.542 1.639 4.133 -0.409 1.314 2.019 -0.039
C -1.870 2.648 4.789 -1.651 -1.720 -0.613 0.028
C -0.704 3.171 4.243 1.900 0.066 -1.552 -0.060
Cl 0.036 4.454 5.162 0.005 0.129 0.236 -0.006
C -0.111 2.710 3.069 -0.637 0.963 1.103 0.001
C 1.080 3.378 2.575 0.679 0.621 -0.173 -0.010
C 2.078 3.003 1.760 -0.417 -0.231 -0.035 -0.002
C 2.256 1.691 1.074 0.109 -0.396 -0.257 -0.008
N -0.410 1.142 1.275 0.188 -0.861 -0.074 0.250
C -0.801 1.653 2.363 -1.180 -0.640 -0.061 0.027
C -2.130 1.116 2.881 0.546 -1.298 -1.865 0.011
O -2.749 0.294 2.203 0.071 1.060 1.145 -0.071
H -2.252 3.042 5.719 -0.045 -0.040 0.040 0.003
H 1.184 4.382 2.978 0.033 -0.097 -0.021 0.002
H 2.856 3.737 1.575 0.016 0.158 0.064 -0.001
H 1.263 1.409 0.709 0.712 0.302 0.101 -0.018
O -0.685 -1.562 1.780 0.584 -1.736 0.229 0.014
N -1.467 -2.553 1.971 -1.759 -0.871 0.427 0.001
C -1.227 -3.834 1.673 0.707 2.817 0.354 -0.006
C -0.060 -4.369 1.128 1.866 -0.471 -0.940 0.006
N 0.893 -4.846 0.679 -0.768 -0.210 0.434 -0.001
C -2.222 -4.786 1.914 -1.566 -0.936 0.642 -0.001
N -3.002 -5.619 2.084 0.264 0.313 -0.098 -0.001
```
Forces are in eV/Å.

Spin multiplicity ... 2
Frontier orbital gap (alpha / beta) ... 5.514 / 5.399 eV
Total charge ... -1
LUMO (alpha / beta) ... 0.0427 / 0.0437 Eh
E_HOMO (alpha / beta) ... -4.4 / -4.2 eV

=====

2.
Here is a cluster of 2 separate species, C7H11N in total from the OMol25 dataset. Energies are from the ωB97M-V functional and the def2-TZVPD basis.

XYZ file:
```
19
Properties=species:S:1:pos:R:3:forces:R:3:nbo_charge:R:1
C -3.931 -0.685 0.045 0.917 2.024 0.396 0.084
C -0.531 0.172 0.828 1.378 -0.100 -0.104 -0.222
C 0.767 0.647 0.210 -1.286 -2.179 0.262 -0.087
C 0.133 -0.758 0.175 -1.368 0.932 0.501 0.043
C 2.076 0.778 0.922 -0.541 2.921 -0.010 -0.616
C 0.623 1.577 -0.960 1.586 1.140 0.280 -0.625
C 0.186 -2.159 -0.434 -3.335 2.680 0.652 -0.650
N -3.629 0.360 0.416 -0.611 -0.514 0.084 -0.303
H -3.977 -1.585 -0.457 -0.446 -1.503 -0.507 0.221
H -1.332 0.709 1.319 -0.062 -0.785 0.068 0.241
H 2.041 1.797 1.441 0.723 -0.862 -1.006 0.197
H 2.836 0.678 0.149 0.504 0.461 0.241 0.203
H 2.306 0.147 1.723 -0.109 -1.594 0.966 0.213
H -0.426 1.731 -1.241 0.403 -0.317 -0.322 0.219
H 1.308 1.164 -1.749 -0.877 0.878 0.075 0.203
H 1.025 2.597 -0.598 -0.493 -1.332 -0.878 0.205
H 1.177 -2.289 -0.598 2.975 -1.378 -0.502 0.220
H -0.315 -1.995 -1.410 0.151 -0.721 0.390 0.226
H -0.335 -2.886 0.217 0.492 0.251 -0.586 0.228
```
Forces are in eV/Å.

Frontier orbital gap ... 9.316 eV
LUMO ... 0.0301 Eh
E_HOMO ... -8.5 eV

=====

3.
Here is a structure of composition C27H21InN10O3Se from the OMol25 dataset. Energies are from the ωB97M-V functional and the def2-TZVPD basis.

XYZ file:
```
63
Properties=species:S:1:pos:R:3:forces:R:3:nbo_charge:R:1
In -0.121 -0.099 -0.069 -0.945 -0.152 0.240 1.903
Se -1.985 7.684 -0.280 0.040 -0.115 0.004 1.026
N -0.435 6.812 -0.465 -0.396 0.081 0.040 -0.581
C -0.724 5.541 -0.407 0.133 -0.347 -0.051 0.085
C 0.280 4.480 -0.545 -0.251 0.442 -0.036 0.003
C 1.624 4.751 -0.771 0.072 0.119 0.004 -0.099
C 2.511 3.701 -0.890 0.041 -0.105 0.019 -0.238
C 2.020 2.408 -0.782 -0.258 0.136 0.062 0.057
N 0.726 2.138 -0.589 0.515 -0.402 0.130 -0.517
C -0.132 3.154 -0.467 -0.159 -0.210 0.101 0.160
C -1.533 2.805 -0.222 0.126 -0.220 -0.048 0.241
N -1.835 1.496 -0.099 0.184 -0.508 0.061 -0.580
C -3.100 1.141 0.120 0.155 0.135 -0.119 0.161
C -4.136 2.067 0.196 -0.001 0.087 0.022 -0.230
C -3.835 3.400 0.077 -0.189 0.047 0.017 -0.078
C -2.508 3.784 -0.122 0.126 0.461 -0.024 -0.088
C -2.107 5.196 -0.217 0.023 -0.447 -0.009 0.104
N -2.949 6.188 -0.123 0.309 0.256 -0.045 -0.571
H 1.946 5.782 -0.842 0.017 -0.022 -0.019 0.262
H 3.565 3.869 -1.062 -0.012 -0.007 0.006 0.252
H 2.690 1.562 -0.837 0.070 0.077 0.100 0.189
H -3.283 0.095 0.251 -0.015 0.014 0.018 0.244
H -5.146 1.720 0.364 0.034 -0.065 0.040 0.271
H -4.598 4.166 0.139 0.003 -0.017 0.008 0.261
N 1.668 -0.522 -1.483 -0.227 -0.369 0.441 -0.887
C 2.617 -1.370 -0.775 -0.172 0.149 -0.190 0.187
C 3.947 -1.147 -0.631 0.335 -0.081 -0.114 -0.233
C 4.758 -2.152 -0.023 -0.208 0.088 -0.089 -0.183
C 4.224 -3.344 0.385 -0.150 0.106 -0.103 -0.158
C 2.815 -3.534 0.332 0.267 -0.307 0.091 -0.080
C 2.113 -4.696 0.745 0.005 0.015 0.060 -0.075
C 0.743 -4.713 0.723 0.067 0.142 0.001 -0.250
C 0.042 -3.550 0.331 0.416 -0.342 0.100 0.116
N 0.679 -2.503 -0.150 -0.606 0.491 0.288 -0.531
C 2.036 -2.507 -0.183 -0.522 0.307 -0.252 0.109
H 1.071 -1.108 -2.065 0.522 -0.093 -0.405 0.420
H 2.107 0.194 -2.049 -0.068 -0.073 -0.058 0.424
H 4.404 -0.245 -1.024 0.092 -0.093 -0.039 0.226
H 5.822 -1.979 0.065 0.003 -0.001 -0.065 0.245
H 4.859 -4.148 0.732 0.000 0.058 0.106 0.244
H 2.672 -5.559 1.086 -0.023 0.001 0.016 0.244
H 0.189 -5.587 1.036 -0.004 0.021 0.027 0.256
H -1.030 -3.474 0.440 -0.001 -0.021 -0.098 0.242
N -2.607 -2.650 -2.009 0.637 0.148 -0.210 -0.801
C -2.887 -2.101 -0.812 -1.361 -0.530 0.146 0.652
O -1.983 -1.503 -0.126 1.604 1.254 0.037 -0.827
C -4.194 -2.259 -0.302 0.588 0.034 0.080 -0.520
C -5.077 -3.191 -0.904 -0.090 0.476 0.032 0.256
N -5.785 -3.924 -1.437 -0.030 -0.254 -0.155 -0.299
C -4.561 -1.560 0.874 0.012 -0.403 -0.015 0.299
N -4.810 -0.947 1.817 -0.010 0.141 0.106 -0.373
H -1.665 -2.622 -2.357 -0.055 -0.118 0.001 0.392
H -3.307 -3.143 -2.540 -0.049 0.026 0.061 0.437
N 1.000 2.021 4.615 0.013 -0.393 -0.383 -0.692
C 1.548 0.842 3.853 0.249 -0.204 0.120 -0.341
C 0.819 0.805 2.514 0.079 -0.142 0.209 0.783
O 1.142 -0.146 1.731 -0.606 0.099 -0.514 -0.758
O -0.024 1.672 2.316 -0.277 0.254 -0.121 -0.661
H 1.702 2.723 4.842 -0.021 -0.005 -0.003 0.448
H 0.508 1.755 5.468 0.037 -0.002 -0.007 0.452
H 0.314 2.386 3.911 -0.114 0.274 0.149 0.474
H 1.361 -0.084 4.390 0.029 0.048 0.095 0.266
H 2.617 0.943 3.687 0.019 0.066 0.135 0.259
```
Forces are in eV/Å.

Frontier orbital gap ... 6.023 eV
Total charge ... +2
LUMO ... -0.2274 Eh
E_HOMO ... -12.2 eV

=====

4.
Here is the molecule C5H10O2 from the OMol25 dataset. Energies are from the ωB97M-V functional and the def2-TZVPD basis.

XYZ file:
```
17
Properties=species:S:1:pos:R:3:forces:R:3:nbo_charge:R:1
C 2.822 0.038 0.231 0.211 0.022 -0.084 -0.246
O 1.482 -0.267 -0.081 -0.017 -0.029 0.062 -0.543
C 0.656 -0.367 1.053 -0.071 0.058 0.204 -0.170
C -1.099 0.178 -0.774 -0.086 -0.074 -0.033 -0.519
C -2.591 0.137 -1.076 0.081 -0.083 0.046 -0.614
C -0.799 -0.075 0.693 -0.031 0.217 0.079 0.589
O -1.631 0.000 1.571 0.425 -0.191 -0.399 -0.546
H 2.915 1.042 0.677 -0.064 -0.213 -0.051 0.168
H 3.363 0.020 -0.718 0.032 0.022 0.183 0.197
H 3.271 -0.697 0.916 -0.119 0.098 -0.126 0.169
H 0.955 0.364 1.817 -0.092 -0.065 -0.034 0.196
H 0.715 -1.369 1.513 -0.026 0.181 -0.088 0.197
H -0.510 -0.516 -1.382 -0.136 0.035 0.106 0.236
H -2.840 0.747 -1.951 0.020 -0.166 0.188 0.210
H -2.894 -0.896 -1.267 -0.140 0.170 0.035 0.208
H -3.132 0.503 -0.198 -0.079 -0.022 -0.263 0.232
H -0.682 1.158 -1.025 0.092 0.041 0.175 0.237
```
Forces are in eV/Å.

Frontier orbital gap ... 10.499 eV
LUMO ... 0.0319 Eh
E_HOMO ... -9.6 eV

=====

5.
Here is a cluster of 2 separate species, C4H8INO2 in total from the OMol25 dataset. Energies are from the ωB97M-V functional and the def2-TZVPD basis.

XYZ file:
```
16
Properties=species:S:1:pos:R:3:forces:R:3:nbo_charge:R:1
C 2.306 -1.317 0.887 -6.623 4.011 -1.819 0.891
C 0.954 1.975 -0.202 2.188 0.345 -1.471 -0.681
C -0.362 0.091 -1.255 0.333 -1.463 0.005 -0.664
C 0.537 0.515 -0.108 0.604 -0.582 2.978 0.225
N 1.475 -0.460 0.472 2.545 -1.693 0.546 -0.607
O 2.700 -2.277 1.403 1.668 -0.284 0.078 -0.485
O -2.260 -2.565 0.844 -2.574 4.024 2.898 -0.945
I -1.093 1.247 1.363 -0.644 -1.188 1.031 -0.049
H 1.139 2.724 0.582 -0.483 -1.167 0.441 0.248
H 1.849 2.064 -0.776 1.165 -0.283 -0.782 0.208
H 0.223 2.344 -0.871 -0.727 1.081 -0.262 0.220
H -1.339 -0.254 -0.954 0.053 -0.399 0.194 0.250
H -0.492 1.001 -1.718 -0.885 1.851 -1.410 0.214
H -0.015 -0.560 -2.057 0.733 -0.337 0.503 0.236
H -2.452 -1.579 1.410 1.208 -4.216 -2.566 0.472
H -3.172 -2.950 0.980 1.437 0.300 -0.364 0.465
```
Forces are in eV/Å.

Frontier orbital gap ... 8.786 eV
LUMO ... -0.0172 Eh
E_HOMO ... -9.3 eV

=====

6.
Here is the ion C3H12NSi with charge +1 from the OMol25 dataset. Energies are from the ωB97M-V functional and the def2-TZVPD basis.

XYZ file:
```
17
Properties=species:S:1:pos:R:3:forces:R:3:nbo_charge:R:1
C 0.504 -1.495 1.504 -0.055 2.368 0.809 -0.618
C -0.492 -0.743 0.600 -1.121 -0.565 -0.292 -0.446
C 0.078 0.584 0.112 -3.455 -1.427 -3.745 -0.297
N 1.214 0.223 -0.780 3.511 -3.585 2.851 -0.692
Si -1.423 1.620 -1.249 3.266 -0.106 0.800 0.755
H 0.135 -2.442 1.798 -0.430 -0.769 0.695 0.245
H 0.754 -0.793 2.361 -0.382 -1.259 -0.576 0.221
H 1.455 -1.689 1.020 0.167 -0.006 -0.404 0.188
H -1.565 -0.585 0.968 1.763 -0.259 0.250 0.254
H -0.697 -1.418 -0.288 0.252 0.872 0.503 0.200
H 0.390 1.331 0.746 0.607 1.299 1.870 0.224
H 1.081 -0.754 -1.187 0.156 1.350 0.843 0.448
H 2.267 0.228 -0.329 -3.248 -0.069 -1.089 0.452
H 1.263 0.782 -1.538 0.372 2.692 -3.242 0.419
H -1.024 1.087 -2.687 -0.463 0.656 1.463 -0.118
H -2.789 1.559 -0.840 -0.782 -0.608 0.128 -0.114
H -0.965 3.004 -0.806 -0.160 -0.583 -0.867 -0.123
```
Forces are in eV/Å.

Frontier orbital gap ... 10.563 eV
Total charge ... +1
LUMO ... -0.1351 Eh
E_HOMO ... -14.2 eV

=====

The following max |F| values (in eV/A) correspond, in order, to the records above: 3.150 4.328 2.036 0.614 7.954 5.771.
The following electronic energy values (in eV) correspond, in order, to the records above: -79383.6676 -8923.3471 -119891.3762 -9441.4050 -17960.4855 -12664.3733.
The following energy above the lowest of the compared OMol25 structures with the same formula, charge and spin values (in eV) correspond, in order, to the records above: 3.936 4.381 2.788 1.638 3.554 2.578.